Entry 1:
ORCA calculation (ωB97M-V with the def2-TZVPD basis set) on 5 unconnected molecules or ions with the total composition C40H74F9NO14S.

```
139
C40H74F9NO14S | the Open Molecules 2025 dataset | ωB97M-V with the def2-TZVPD basis set
C -1.88 0.99 3.17
C -0.66 1.42 2.33
C -0.89 1.33 0.82
C 0.43 1.16 0.05
C 0.91 -0.31 0.01
C 2.42 -0.51 0.16
C 3.12 -1.34 -0.92
C 2.84 -0.87 -2.36
C 3.86 0.19 -2.75
O 4.49 0.91 -1.99
N 3.96 0.24 -4.12
C 3.27 -0.90 -4.75
C 2.12 -0.44 -5.65
C 1.01 0.43 -5.05
C -0.24 0.35 -5.94
C 1.41 1.89 -4.88
C 2.96 -1.87 -3.55
C 1.77 -2.83 -3.81
C 0.75 -3.06 -2.67
C -0.59 -2.35 -2.88
C -1.64 -2.58 -1.80
C -1.89 -4.03 -1.48
F -0.94 -4.52 -0.64
F -1.87 -4.81 -2.59
C -3.30 -4.23 -0.83
F -3.50 -3.26 0.05
F -4.20 -4.10 -1.80
S -3.63 -5.88 0.08
F -4.70 -6.35 -0.98
F -4.78 -5.19 0.93
F -2.56 -5.44 1.17
F -2.50 -6.61 -0.75
F -3.86 -7.21 0.89
C 4.22 -2.73 -3.41
O 4.02 -3.71 -2.41
C 5.18 -4.08 -1.68
C 4.75 -5.12 -0.66
H -2.78 0.94 2.56
H -1.72 0.00 3.62
H -2.06 1.68 3.99
H -0.39 2.44 2.60
H 0.20 0.79 2.61
H -1.56 0.50 0.58
H -1.36 2.25 0.49
H 1.19 1.80 0.49
H 0.27 1.51 -0.98
H 0.39 -0.87 0.79
H 0.57 -0.73 -0.94
H 2.61 -1.01 1.12
H 2.92 0.46 0.23
H 2.86 -2.39 -0.81
H 4.20 -1.27 -0.75
H 1.87 -0.37 -2.42
H 4.91 0.39 -4.43
H 3.98 -1.38 -5.43
H 1.66 -1.32 -6.11
H 2.56 0.13 -6.47
H 0.69 0.05 -4.07
H -0.05 0.81 -6.91
H -1.09 0.83 -5.46
H -0.53 -0.70 -6.10
H 1.75 2.31 -5.83
H 2.20 2.04 -4.14
H 0.54 2.48 -4.55
H 1.21 -2.50 -4.69
H 2.18 -3.81 -4.07
H 1.16 -2.78 -1.71
H 0.57 -4.14 -2.61
H -0.99 -2.60 -3.87
H -0.40 -1.27 -2.90
H -1.33 -2.09 -0.87
H -2.58 -2.13 -2.11
H 4.40 -3.24 -4.36
H 5.10 -2.12 -3.17
H 5.58 -3.19 -1.17
H 5.95 -4.47 -2.35
H 5.58 -5.73 -0.31
H 4.24 -4.66 0.17
H 4.03 -5.78 -1.16
C 4.01 6.01 4.16
C 4.98 4.91 4.55
O 4.70 3.69 3.86
C 5.15 3.63 2.61
O 5.78 4.48 2.04
O 4.79 2.46 2.10
C 5.17 2.25 0.73
H 2.98 5.68 4.31
H 4.18 6.90 4.77
H 4.13 6.28 3.11
H 4.88 4.66 5.61
H 6.01 5.21 4.37
H 6.24 2.42 0.59
H 4.61 2.91 0.07
H 4.93 1.22 0.49
C -7.29 3.41 -1.43
C -5.91 2.90 -1.78
O -4.94 3.96 -1.83
C -4.48 4.36 -0.65
O -4.78 3.90 0.42
O -3.62 5.36 -0.86
C -3.05 5.92 0.33
H -7.59 4.21 -2.12
H -8.02 2.60 -1.50
H -7.32 3.81 -0.42
H -5.90 2.48 -2.79
H -5.58 2.14 -1.08
H -2.62 5.15 0.96
H -3.81 6.48 0.89
H -2.28 6.60 -0.01
C 0.12 -6.73 2.42
C 1.18 -6.75 3.50
O 1.68 -8.08 3.73
C 2.58 -8.50 2.84
O 3.01 -7.87 1.92
O 2.92 -9.75 3.16
C 3.87 -10.35 2.28
H -0.68 -7.43 2.66
H -0.31 -5.73 2.34
H 0.54 -7.00 1.46
H 0.76 -6.45 4.46
H 2.01 -6.09 3.26
H 4.74 -9.72 2.16
H 3.41 -10.53 1.30
H 4.14 -11.30 2.73
C -5.64 9.66 6.34
C -6.90 9.55 5.51
O -6.64 8.96 4.22
C -6.53 7.64 4.21
O -6.64 6.91 5.16
O -6.26 7.26 2.97
C -6.07 5.84 2.80
H -4.87 10.21 5.79
H -5.85 10.19 7.27
H -5.25 8.67 6.59
H -7.31 10.53 5.29
H -7.66 8.96 6.03
H -6.91 5.29 3.21
H -5.15 5.52 3.29
H -6.00 5.67 1.74
```

Properties
Net charge = 0
Frontier orbital gap = 9.963 eV
Relative energy (zero: lowest compared OMol25 entry of this formula, charge and spin) = 0.00 kJ/mol
SMILES string = CCCCCCC[C@H]1C(=O)N[C@H](CC(C)C)[C@@]1(CCCCC(F)(F)C(F)(F)S(F)(F)(F)(F)F)COCC.CCOC(=O)OC.CCOC(=O)OC.CCOC(=O)OC.CCOC(=O)OC

---

Entry 2:
ORCA calculation (ωB97M-V with the def2-TZVPD basis set) on 7 unconnected molecules or ions with the total composition C40H74N2O12.

```
128
C40H74N2O12 | the Open Molecules 2025 dataset | ωB97M-V with the def2-TZVPD basis set
C 7.85 -0.16 2.14
C 8.22 0.98 1.22
C 8.79 2.12 1.77
C 9.10 3.22 1.00
C 8.84 3.18 -0.37
C 8.27 2.06 -0.93
C 7.95 0.95 -0.14
C 7.23 -0.21 -0.78
C 5.75 -0.15 -0.47
C 5.08 -1.28 0.10
N 3.82 -1.28 0.42
C 3.14 -0.12 0.18
C 1.78 -0.03 0.50
C 1.09 1.12 0.26
C 1.74 2.24 -0.31
C 3.06 2.18 -0.63
C 3.79 0.99 -0.40
N 5.11 0.95 -0.72
H 8.53 -0.18 2.99
H 7.92 -1.13 1.65
H 6.83 -0.05 2.50
H 8.97 2.13 2.84
H 9.52 4.10 1.46
H 9.08 4.05 -0.97
H 8.05 2.04 -1.99
H 7.64 -1.16 -0.43
H 7.35 -0.15 -1.86
H 5.65 -2.19 0.29
H 1.26 -0.87 0.95
H 0.04 1.18 0.51
H 1.20 3.16 -0.49
H 3.59 3.01 -1.07
C 5.62 7.93 -3.96
O 4.35 8.35 -3.50
C 3.28 7.54 -3.94
C 2.85 6.54 -2.89
O 3.86 5.60 -2.59
C 4.60 5.90 -1.41
H 6.37 8.45 -3.37
H 5.75 6.85 -3.84
H 5.76 8.19 -5.02
H 3.55 7.01 -4.86
H 2.44 8.20 -4.16
H 1.99 5.98 -3.27
H 2.54 7.07 -1.98
H 4.01 5.65 -0.52
H 4.88 6.95 -1.37
H 5.50 5.28 -1.42
C -1.68 -0.52 3.29
O -0.28 -0.71 3.21
C 0.45 -0.05 4.22
C 0.84 -0.97 5.35
O -0.29 -1.48 6.05
C -0.66 -2.78 5.65
H -2.15 -1.27 2.65
H -2.05 -0.65 4.31
H -1.96 0.47 2.93
H -0.12 0.80 4.61
H 1.36 0.35 3.76
H 1.45 -0.41 6.07
H 1.45 -1.80 4.96
H 0.02 -3.53 6.07
H -0.68 -2.89 4.56
H -1.66 -2.97 6.04
C -0.12 -4.07 -2.87
O -0.33 -4.25 -1.48
C -0.06 -3.09 -0.71
C -1.32 -2.32 -0.37
O -1.96 -1.79 -1.51
C -3.05 -2.58 -1.97
H -0.59 -4.91 -3.38
H -0.56 -3.14 -3.23
H 0.95 -4.08 -3.10
H 0.64 -2.44 -1.24
H 0.41 -3.41 0.22
H -1.04 -1.47 0.28
H -2.01 -2.96 0.19
H -3.92 -2.44 -1.32
H -2.79 -3.64 -2.00
H -3.30 -2.24 -2.97
C 5.61 3.30 3.25
O 6.81 3.95 3.63
C 6.71 5.36 3.65
C 6.52 5.91 5.04
O 5.29 5.50 5.61
C 5.40 4.40 6.50
H 5.71 2.25 3.53
H 4.74 3.72 3.76
H 5.46 3.36 2.17
H 5.90 5.70 3.00
H 7.65 5.76 3.24
H 6.51 7.01 4.99
H 7.35 5.61 5.68
H 5.83 4.72 7.46
H 6.02 3.61 6.07
H 4.40 4.02 6.67
C -5.16 -5.60 -2.44
O -5.97 -4.46 -2.67
C -6.96 -4.67 -3.67
C -8.32 -4.96 -3.08
O -8.34 -6.19 -2.36
C -8.22 -6.02 -0.96
H -4.64 -5.45 -1.50
H -5.77 -6.51 -2.36
H -4.43 -5.72 -3.24
H -6.66 -5.47 -4.35
H -7.03 -3.75 -4.26
H -9.05 -5.06 -3.89
H -8.64 -4.14 -2.44
H -9.16 -5.66 -0.53
H -7.42 -5.32 -0.70
H -7.99 -6.99 -0.53
C -14.67 -3.57 -3.99
O -14.62 -4.23 -2.74
C -13.68 -5.28 -2.69
C -12.38 -4.87 -2.03
O -11.70 -3.87 -2.78
C -11.89 -2.56 -2.28
H -15.22 -2.64 -3.85
H -13.68 -3.35 -4.38
H -15.21 -4.18 -4.73
H -13.48 -5.67 -3.69
H -14.13 -6.09 -2.10
H -11.72 -5.74 -1.98
H -12.57 -4.52 -1.01
H -11.29 -2.40 -1.38
H -12.94 -2.36 -2.05
H -11.55 -1.87 -3.05
```

Properties
Net charge = 0
Frontier orbital gap = 8.800 eV
SMILES string = Cc1ccccc1Cc1cnc2ccccc2n1.COCCOC.COCCOC.COCCOC.COCCOC.COCCOC.COCCOC

---

Entry 3:
ORCA calculation (ωB97M-V with the def2-TZVPD basis set) on 19 unconnected molecules or ions with the total composition C40H75Cl36IO6.

```
158
C40H75Cl36IO6 | the Open Molecules 2025 dataset | ωB97M-V with the def2-TZVPD basis set
C -3.99 0.73 4.37
C -2.41 0.76 4.72
O -1.58 0.23 3.67
C -0.96 -1.02 4.02
C 0.66 -0.91 3.97
C 1.32 -1.82 2.80
C 1.59 -0.93 1.46
C 2.85 -1.44 0.60
C 2.85 -0.96 -0.94
C 1.50 -1.49 -1.61
C 1.62 -1.91 -3.14
C 0.29 -2.75 -3.54
C -1.06 -1.92 -3.34
C -0.93 -0.42 -3.90
C -2.28 -0.09 -4.73
C -2.44 1.49 -5.05
O -2.01 2.30 -3.92
C -3.16 3.13 -3.57
O 3.96 -1.78 -1.47
C 4.87 -1.07 -2.34
O 5.37 -1.49 -3.39
C 4.96 0.35 -1.61
C 5.41 1.65 -2.44
C 6.67 1.42 -3.41
C 7.93 0.77 -2.67
O 7.96 -0.35 -2.14
O 9.16 1.54 -2.64
C 3.37 0.51 -1.31
I 3.01 2.18 0.03
H -4.63 1.00 5.28
H -4.18 1.51 3.56
H -4.30 -0.28 3.92
H -2.23 0.31 5.75
H -2.14 1.88 4.81
H -1.30 -1.47 5.01
H -1.24 -1.80 3.21
H 1.08 -1.18 5.00
H 0.88 0.21 3.81
H 0.68 -2.74 2.57
H 2.29 -2.22 3.25
H 1.76 0.14 1.86
H 0.60 -0.91 0.90
H 2.87 -2.60 0.55
H 3.83 -1.15 1.12
H 1.10 -2.37 -1.00
H 0.70 -0.66 -1.50
H 2.50 -2.60 -3.38
H 1.74 -1.00 -3.83
H 0.41 -2.99 -4.66
H 0.32 -3.74 -2.98
H -1.89 -2.43 -3.94
H -1.35 -1.95 -2.23
H -0.78 0.26 -3.00
H -0.07 -0.26 -4.63
H -2.20 -0.71 -5.71
H -3.20 -0.41 -4.11
H -1.81 1.72 -5.98
H -3.55 1.68 -5.29
H -3.48 3.77 -4.47
H -4.03 2.45 -3.21
H -2.83 3.79 -2.70
H 5.46 0.24 -0.59
H 4.51 1.99 -3.06
H 5.66 2.48 -1.68
H 6.99 2.47 -3.77
H 6.36 0.85 -4.36
H 9.50 1.43 -3.57
H 2.80 0.77 -2.26
C -4.54 1.42 -8.58
Cl -5.68 1.69 -7.25
Cl -3.43 0.09 -8.22
H -5.10 1.18 -9.48
H -3.97 2.33 -8.73
C -3.64 0.40 9.00
Cl -3.48 -0.80 7.71
Cl -4.42 1.88 8.41
H -4.24 -0.02 9.80
H -2.65 0.65 9.38
C -0.59 2.89 -8.84
Cl -1.26 2.85 -10.48
Cl -1.65 3.78 -7.74
H -0.49 1.87 -8.48
H 0.38 3.37 -8.86
C 5.34 0.80 -7.10
Cl 4.67 0.66 -8.73
Cl 4.26 1.71 -6.04
H 5.48 -0.20 -6.69
H 6.30 1.31 -7.16
C 4.77 -4.83 2.31
Cl 5.49 -3.28 1.89
Cl 3.02 -4.80 2.06
H 5.21 -5.61 1.69
H 4.98 -5.04 3.36
C -5.87 -1.91 -6.29
Cl -7.30 -2.14 -5.27
Cl -4.44 -2.63 -5.55
H -6.04 -2.39 -7.26
H -5.70 -0.85 -6.43
C 7.93 2.44 0.55
Cl 7.45 3.77 -0.51
Cl 7.85 2.93 2.25
H 7.26 1.60 0.39
H 8.96 2.15 0.31
C 8.36 -1.56 3.99
Cl 7.89 -0.22 2.95
Cl 8.27 -1.11 5.70
H 7.69 -2.40 3.81
H 9.38 -1.86 3.75
C 10.71 2.23 4.17
Cl 11.00 2.99 5.74
Cl 11.08 0.50 4.21
H 9.66 2.36 3.90
H 11.34 2.71 3.42
C -3.23 -4.42 6.45
Cl -3.67 -3.07 5.39
Cl -3.32 -3.96 8.15
H -3.91 -5.25 6.26
H -2.21 -4.73 6.22
C -5.08 0.03 13.06
Cl -4.92 -1.17 11.77
Cl -5.85 1.50 12.48
H -5.68 -0.40 13.87
H -4.09 0.27 13.44
C -6.27 -1.64 -1.68
Cl -6.29 -2.88 -0.42
Cl -4.74 -0.76 -1.70
H -6.42 -2.12 -2.65
H -7.08 -0.94 -1.50
C -10.75 -1.61 -3.28
Cl -9.29 -1.21 -2.37
Cl -12.17 -0.81 -2.59
H -10.63 -1.28 -4.31
H -10.90 -2.69 -3.25
C 7.38 3.58 6.78
Cl 6.13 2.53 7.47
Cl 7.55 3.31 5.04
H 7.10 4.62 6.95
H 8.33 3.36 7.26
C -16.36 -1.14 -1.96
Cl -15.38 -2.53 -1.48
Cl -15.41 0.35 -1.93
H -16.73 -1.31 -2.97
H -17.19 -1.04 -1.28
C 0.01 4.66 -3.38
Cl -0.46 5.98 -4.46
Cl -0.09 5.15 -1.68
H -0.65 3.82 -3.54
H 1.04 4.37 -3.60
C -1.57 1.94 15.07
Cl -2.84 0.92 15.75
Cl -1.38 1.67 13.34
H -1.83 2.99 15.24
H -0.63 1.71 15.57
C -0.43 -2.11 -8.08
Cl -1.86 -2.34 -7.06
Cl 1.01 -2.83 -7.34
H -0.60 -2.59 -9.04
H -0.26 -1.05 -8.22
```

Properties
Net charge = 0
Frontier orbital gap = 9.054 eV

---

Number 1: E -3973.6492 a.u.. Number 2: E -2580.6644 a.u.. Number 3: E -18884.9034 a.u..